1.
ORCA calculation (the ωB97M-V functional and the def2-TZVPD basis) on a cluster of 2 separate species, C4H13N2O in total at a distorted geometry.

```
20
Properties=species:S:1:pos:R:3:forces:R:3
C 2.3347 -1.2373 -0.7015 0.065 0.182 1.154
C 1.4741 0.0250 -0.6362 0.233 0.092 -1.331
C 0.0102 -0.2045 -0.4316 0.066 0.372 0.750
C -0.9159 -0.0139 -1.3615 -0.345 -0.178 -0.462
N -2.2746 -0.0217 -1.1986 -0.399 -0.056 -0.111
N -0.4164 -0.4804 0.9615 1.805 0.434 -0.123
H 1.8526 -1.9872 -1.3099 0.052 -0.199 -0.353
H 2.4522 -1.6592 0.3073 -0.025 -0.060 -0.183
H 3.3428 -1.0085 -1.0481 -0.081 -0.059 -0.188
H 1.9043 0.7673 0.0346 -0.177 -0.105 0.431
H 1.5625 0.5282 -1.6118 -0.115 -0.142 0.092
H -0.5776 0.1117 -2.3823 0.001 0.191 0.012
H -2.6893 0.0392 -0.2814 -0.021 -0.011 -0.098
H -2.9090 -0.0418 -1.9859 0.398 0.035 0.267
H 0.2986 -1.1075 1.3950 -0.415 -0.462 -0.006
H -0.2601 0.3894 1.5825 -1.153 -0.379 -0.476
H -1.3560 -0.8983 1.0330 -0.137 -0.011 0.371
H -0.7929 2.3103 2.8022 0.149 -0.144 0.127
H 0.6854 1.6916 2.8938 -0.538 0.190 0.022
O -0.1522 1.7143 2.3795 0.639 0.311 0.106
```
Positions in Å, forces in eV/Å.

Values from the calculation:
* E: -9382.921 eV
* highest occupied orbital energy (alpha / beta): -3.02 / -8.45 eV
* M: 105.16 g mol⁻¹
* <S²>: 0.750
* F_max: 1.86 eV/A
* orbital gap (alpha / beta): 3.90 / 9.03 eV
* 2S+1: 2
* energy above the lowest of the compared OMol25 structures with the same formula, charge and spin: 40.8 kcal per mole

***

2.
ORCA calculation (the ωB97M-V functional and the def2-TZVPD basis) on a structure of composition C18H15As2CuF12N3O6 at a distorted geometry.

```
57
Properties=species:S:1:pos:R:3:forces:R:3
Cu 0.2348 -0.5267 0.0923 0.119 -0.398 -0.107
As -1.0531 -4.2217 -0.8169 -0.323 -0.098 0.046
F -1.8897 -5.7124 -1.0687 -0.111 -0.093 -0.125
F -2.3972 -3.6000 0.1079 -0.039 -0.046 0.166
F -0.2060 -2.6914 -0.5504 0.177 0.657 0.136
F 0.2961 -4.7625 -1.7400 0.117 -0.053 -0.153
F -1.7765 -3.5386 -2.2348 0.032 0.010 -0.157
F -0.3607 -4.8368 0.6232 0.172 -0.058 0.246
As 2.9548 -1.8294 2.7348 0.328 0.154 0.463
F 1.9489 -1.0627 1.5028 -0.382 0.472 -0.368
F 1.7474 -1.4240 3.9056 -0.107 -0.157 0.136
F 3.9634 -2.6139 3.9052 -0.051 0.074 0.033
F 4.1321 -2.0984 1.4855 0.210 -0.083 -0.078
F 3.7224 -0.3125 3.0918 0.011 0.129 -0.230
F 2.1931 -3.3107 2.3795 -0.236 -0.407 -0.077
C -6.2893 0.0173 2.4850 0.089 0.526 -0.171
C -5.2139 0.8902 2.6528 -0.245 -0.312 0.084
C -4.0415 0.6775 1.9567 0.276 0.119 -0.319
C -4.0141 -0.3079 0.9777 -0.330 0.368 0.205
C -5.0943 -1.1313 0.7456 -0.215 -0.980 0.520
C -6.2116 -1.0192 1.5666 -0.152 0.626 -0.321
N -2.8577 -0.4013 0.0938 0.293 -0.385 -0.209
O -2.8707 -1.2150 -0.7856 -0.109 0.354 -0.054
O -1.9197 0.3828 0.2992 0.352 -0.214 0.171
H -7.2051 0.2342 3.0205 -0.017 -0.254 0.050
H -5.3185 1.7512 3.2987 0.153 -0.126 0.199
H -3.1554 1.2716 2.1265 -0.069 0.131 -0.099
H -5.0540 -1.9616 0.0534 0.235 0.272 -0.279
H -7.0804 -1.6340 1.3754 0.116 -0.200 0.132
C -2.5273 5.2786 -0.4653 -0.248 -0.055 -0.070
C -2.3490 4.0360 -1.0626 -0.111 0.104 0.134
C -1.2538 3.2621 -0.7248 0.072 -0.243 -0.179
C -0.3486 3.7684 0.1809 -0.133 0.107 0.244
C -0.5415 4.9677 0.8414 0.298 0.027 -0.202
C -1.6439 5.7353 0.4996 0.234 0.005 0.129
N 0.8496 2.9782 0.4859 -0.056 -0.469 0.197
O 0.7384 1.7618 0.4321 0.206 0.478 -0.008
O 1.8616 3.5747 0.7804 -0.122 -0.065 -0.011
H -3.3852 5.8783 -0.7430 0.029 0.023 0.029
H -3.0817 3.6668 -1.7669 0.062 -0.011 -0.068
H -1.0819 2.2771 -1.1347 -0.069 0.035 -0.109
H 0.1854 5.2808 1.5778 -0.030 0.094 -0.027
H -1.7818 6.6929 0.9834 -0.124 -0.017 -0.019
C 6.6437 -1.4168 -2.4438 -0.173 -0.533 -0.261
C 5.8932 -1.3871 -3.6189 0.374 0.591 0.446
C 4.5718 -0.9895 -3.5657 -0.347 -0.764 -0.848
C 3.9762 -0.7417 -2.3493 0.596 -0.094 0.177
C 4.7018 -0.8021 -1.1707 -0.296 -0.002 0.320
C 6.0350 -1.1697 -1.2224 0.278 0.445 -0.132
N 2.5344 -0.5271 -2.2879 -0.010 -0.159 0.394
O 2.1081 -0.1814 -1.1934 -0.421 0.157 -0.051
O 1.8578 -0.7428 -3.2638 -0.025 0.183 -0.050
H 7.6795 -1.7283 -2.5052 0.015 0.084 0.157
H 6.3631 -1.6269 -4.5621 -0.081 0.002 -0.061
H 3.9780 -1.0236 -4.4703 -0.091 0.202 0.103
H 4.2332 -0.6210 -0.2130 -0.080 -0.055 -0.089
H 6.6003 -1.2136 -0.3018 -0.038 -0.095 0.013
```
Positions in Å, forces in eV/Å.

Values from the calculation:
* E: -234592.970 eV
* highest occupied orbital energy: -6.89 eV
* M: 810.70 g mol⁻¹
* F_max: 1.19 eV/A
* orbital gap: 7.91 eV
* energy above the lowest of the compared OMol25 structures with the same formula, charge and spin: 16.7 kcal per mole
* charge: -1

***

- Which of these has the lowest E?
  C18H15As2CuF12N3O6